Entry one
C3H4Cl2 | ωB97M-V/def2-TZVPD

The geometry in ORCA input format:
```
! RIJCOSX wB97M-V def2-TZVPD def2/J DEFGRID3
* xyz 0 1
H -1.970 -0.435 1.313
C -0.228 0.114 0.073
C -0.361 1.008 1.144
H -2.378 0.810 0.030
Cl 0.940 -1.416 0.597
Cl 0.128 0.752 -1.474
H 0.153 0.766 1.994
H -0.506 2.081 0.846
C -1.654 0.221 0.570
*
```

The calculation puts the frontier orbital gap at 11.0 eV. As for the SMILES: ClC1(Cl)CC1. The HOMO energy is -0.392 Ha.

Atomic partial charges in e from the Löwdin method, atoms 1 to 2:
1. H 0.069
2. C -1.151

***

Entry two
C3H4Cl2 | ωB97M-V/def2-TZVPD

The geometry in ORCA input format:
```
! RIJCOSX wB97M-V def2-TZVPD def2/J DEFGRID3
* xyz 0 1
H 2.260 -0.095 -0.124
H -3.464 -0.114 -1.029
Cl -2.454 -0.991 0.999
H 0.926 1.231 0.514
C -2.618 -0.835 -0.724
Cl -1.069 -0.007 -1.520
H 0.729 -0.450 0.772
C 1.209 0.213 -0.007
C 0.590 0.214 -1.302
*
```

The calculation puts the frontier orbital gap (spin up / spin down) at 6.8 / 6.8 eV. The HOMO energy (spin up / spin down) is -0.288 / -0.288 Ha.

Atomic partial charges in e from the Löwdin method, atoms 1 to 2:
1. H 0.072
2. H -0.013

***

How far above the most stable structure does each one sit? In eV: entry one 0.000; entry two 5.849.

***

Entry one
C4H4N2S2 | ωB97M-V/def2-TZVPD

The geometry in ORCA input format:
```
! RIJCOSX wB97M-V def2-TZVPD def2/J DEFGRID3
* xyz 0 1
C -0.172 1.067 -0.147
S -3.287 0.264 -0.065
H 1.937 -2.214 0.118
N -0.567 -0.243 -0.254
S 2.432 0.217 -0.172
H -0.911 1.855 0.083
H -1.850 -1.688 0.092
C 1.143 1.456 -0.008
N 0.243 -1.329 0.029
C 1.478 -1.171 0.025
C -1.856 -0.667 -0.205
H 1.408 2.454 0.504
*
```

The calculation puts the frontier orbital gap at 7.9 eV. As for the SMILES: S=CN1C=CSC=N1. The HOMO energy is -0.298 Ha.

Atomic partial charges in e from the Löwdin method, atoms 1 to 2:
1. C -0.159
2. S 0.532

***

Entry two
C4H4N2S2 | ωB97M-V/def2-TZVPD

The geometry in ORCA input format:
```
! RIJCOSX wB97M-V def2-TZVPD def2/J DEFGRID3
* xyz 0 1
C 0.240 -1.181 1.023
N 0.492 2.153 1.658
H -2.343 -1.130 0.266
H -0.472 0.941 -1.534
C 0.468 0.003 0.190
S -2.324 0.149 -0.188
S 2.135 -0.201 -0.571
N 0.098 -2.133 1.646
C 0.492 1.195 1.031
H -0.466 -0.849 -1.483
C -0.635 0.069 -0.869
H 2.316 0.984 -1.169
*
```

The calculation puts the frontier orbital gap at 10.2 eV. As for the SMILES: N#CC(S)(C#N)CS. The HOMO energy is -0.370 Ha.

Atomic partial charges in e from the Löwdin method, atoms 1 to 2:
1. C -0.283
2. N 0.202

***

How far above the most stable structure does each one sit? In eV: entry one 1.425; entry two 0.000.

***

Entry one
C31H30N10OReS3 | ωB97M-V/def2-TZVPD

The geometry in ORCA input format:
```
! RIJCOSX wB97M-V def2-TZVPD def2/J DEFGRID3
* xyz 2 2
N -1.140 2.282 0.804
H 1.616 -3.767 -0.334
H 1.965 -4.027 1.381
N -4.262 1.019 -0.069
C -3.691 -3.828 -2.311
H 2.602 1.819 3.293
H -3.802 -0.135 -2.986
H -5.211 1.357 -0.144
N -2.884 -1.269 3.614
H 0.239 -3.698 -3.166
C 2.803 0.764 3.148
H -5.190 2.946 -1.566
H -2.280 5.734 2.056
C -2.230 1.111 2.583
C -2.317 -3.741 -2.511
C 3.248 -1.931 2.734
H -2.042 -3.187 2.365
C -6.148 0.558 -3.786
N -1.693 -2.321 1.989
C 2.133 -3.369 0.525
C -6.947 3.024 -2.794
H -4.239 -1.019 5.672
C -1.951 4.763 1.707
C 2.229 -1.288 1.986
H -0.846 5.527 0.025
N -3.046 1.123 3.583
H -4.735 -2.564 -5.281
H -7.246 3.996 -2.414
S 0.309 -1.389 -3.800
C -1.892 2.399 1.915
H -3.924 0.783 0.839
S 0.664 0.669 -1.726
C -2.319 3.608 2.393
H -5.826 -0.402 -4.177
H -4.080 -4.247 -1.389
S -2.233 -0.529 -1.013
C -5.427 1.163 -2.767
C -2.091 -1.191 2.559
H -7.827 0.713 -5.107
H 3.443 -2.982 2.576
H -4.364 0.718 5.624
H 3.202 -3.361 0.315
C -0.772 3.399 0.153
C 0.546 -1.057 -2.110
C -1.161 4.654 0.579
C 3.798 0.122 3.829
H -8.573 2.892 -4.191
H -1.631 -4.104 -1.747
C -2.687 -2.775 -4.676
C 4.020 -1.252 3.626
C -0.314 -3.109 -3.895
C 1.641 -1.986 0.874
C -3.688 0.418 -1.108
Re -0.333 0.344 0.388
H -5.636 -3.500 -3.163
C -4.565 -3.397 -3.300
C -7.272 1.184 -4.301
N -1.665 0.005 2.026
N -4.041 -0.143 5.221
H -1.192 -2.316 1.119
C -5.806 2.411 -2.280
H -0.024 -3.408 -4.901
C -4.059 -2.872 -4.489
N 0.751 -1.386 0.098
H 4.806 -1.766 4.163
N 0.576 -1.970 -1.189
N -4.253 0.456 -2.303
C -3.299 -0.114 4.126
H -2.925 3.633 3.289
H -0.155 3.265 -0.726
C -1.803 -3.212 -3.687
H 4.420 0.678 4.524
O 1.059 0.807 1.611
C 2.007 0.076 2.231
H -2.296 -2.361 -5.604
C -7.687 2.409 -3.794
*
```

The calculation puts the frontier orbital gap (spin up / spin down) at 6.4 / 6.3 eV. As for the expectation value of S²: 0.761. The HOMO energy (spin up / spin down) is -0.487 / -0.486 Ha.

Atomic partial charges in e from the Löwdin method, atoms 1 to 2:
1. N -0.062
2. H 0.068

***

Entry two
C31H30N10OReS3 | ωB97M-V/def2-TZVPD

The geometry in ORCA input format:
```
! RIJCOSX wB97M-V def2-TZVPD def2/J DEFGRID3
* xyz 2 2
H 1.469 -1.858 6.721
C 5.970 2.149 -0.161
C -1.402 -0.388 2.076
H 2.553 -2.041 1.967
H 1.296 -0.238 0.826
H 5.659 3.283 -1.951
C 4.618 0.176 0.077
C -3.984 2.867 0.565
N 0.089 -3.896 -3.220
H -1.933 1.021 4.602
S 0.708 0.590 -3.042
H 0.381 -5.562 -4.996
S -2.128 -1.087 0.691
C 1.100 2.066 -2.177
H -0.560 4.373 -0.033
H 0.505 -2.496 4.550
C 1.308 -1.244 0.422
N -1.149 -1.984 -2.612
H -0.601 1.303 2.898
C -3.598 1.144 -1.121
C 0.666 -2.674 -1.251
N -0.784 1.871 -0.910
C -1.762 2.689 -0.545
H -0.942 1.667 6.756
N -0.995 0.880 2.071
H 1.376 -4.674 -1.205
C 4.398 1.552 -1.881
H 2.619 -4.319 0.953
C 3.697 1.888 -3.157
C 0.203 -1.575 5.027
C -3.098 2.212 -0.304
C 5.591 1.034 0.572
H 4.330 -0.698 0.644
N -1.266 -1.146 3.155
H 6.044 0.839 1.531
C 4.014 0.439 -1.139
C -0.732 -4.040 -4.293
C -4.975 0.849 -1.071
C 0.742 -1.216 6.250
H 3.253 -0.225 -1.530
H -1.104 1.436 1.238
Re -0.971 -0.217 -1.458
H 3.208 1.035 -3.622
C 0.342 -0.043 6.870
N -3.052 -1.486 -3.852
H -3.609 3.652 1.204
N 0.350 2.521 -1.245
H -1.333 4.461 -1.594
C -5.809 1.511 -0.203
C 1.392 -3.721 -0.702
H -3.637 -1.680 -4.646
H -5.958 2.982 1.357
C -0.732 -0.749 4.415
C 5.374 2.411 -1.380
H -2.313 4.726 -0.158
C -1.488 4.151 -0.558
N -0.447 -5.007 -5.145
H -1.035 -5.169 -5.945
C -0.607 0.767 6.268
H -6.856 1.252 -0.162
C -0.159 -2.881 -2.446
H -5.351 0.071 -1.716
H 6.723 2.820 0.223
C 2.030 -2.246 1.048
C -1.991 -2.251 -3.664
H 4.341 2.396 -3.870
H -1.518 -2.122 3.062
O -2.828 0.503 -1.949
S 2.399 3.102 -2.686
N -1.788 -3.261 -4.495
N 0.597 -1.448 -0.692
H -3.230 -0.686 -3.245
H 0.762 0.233 7.824
C -1.150 0.420 5.042
C 2.074 -3.515 0.483
C -5.307 2.501 0.645
*
```

The calculation puts the frontier orbital gap (spin up / spin down) at 5.4 / 5.7 eV. As for the expectation value of S²: 0.780. The HOMO energy (spin up / spin down) is -0.476 / -0.477 Ha.

Atomic partial charges in e from the Löwdin method, atoms 1 to 2:
1. H 0.117
2. C -0.057

***

How far above the most stable structure does each one sit? In eV: entry one 0.000; entry two 0.650.

***

Entry one
C4H8N3 | ωB97M-V/def2-TZVPD

The geometry in ORCA input format:
```
! RIJCOSX wB97M-V def2-TZVPD def2/J DEFGRID3
* xyz 1 1
H 2.097 2.470 0.149
N -0.590 -0.320 0.304
C 2.183 -0.380 0.274
C -0.504 -1.686 0.008
N 1.259 1.891 0.085
H -1.441 1.550 0.060
H -0.772 -2.230 0.924
H -2.493 0.221 0.438
N 2.729 -1.379 0.068
H -1.150 -1.986 -0.821
H 0.520 -2.015 -0.212
H 0.389 2.368 -0.149
C 1.276 0.629 0.272
H -1.885 0.368 -1.227
C -1.619 0.499 -0.172
*
```

The calculation puts the frontier orbital gap (spin up / spin down) at 7.5 / 7.5 eV. The HOMO energy (spin up / spin down) is -0.502 / -0.502 Ha.

Atomic partial charges in e from the Löwdin method, atoms 1 to 2:
1. H 0.172
2. N -0.078

***

Entry two
C4H8N3 | ωB97M-V/def2-TZVPD

The geometry in ORCA input format:
```
! RIJCOSX wB97M-V def2-TZVPD def2/J DEFGRID3
* xyz 1 1
C 1.093 0.463 -0.815
C -0.901 -0.123 0.636
C 1.235 0.127 1.732
H -1.755 -1.183 -1.262
H -1.910 0.734 -1.151
C -1.240 -0.240 -0.868
N 0.576 0.161 0.709
H -1.509 0.585 1.105
N 0.082 -0.235 -1.415
H -0.913 -1.044 1.180
N 2.064 -0.129 2.537
H 2.060 0.097 -1.055
H 0.288 -1.079 -1.996
H 2.561 0.423 3.212
H 0.993 1.637 -0.910
*
```

The calculation puts the frontier orbital gap at 9.9 eV. As for the SMILES: [NH+]#CN1CCNC1. The HOMO energy is -0.507 Ha.

Atomic partial charges in e from the Löwdin method, atoms 1 to 2:
1. C -0.043
2. C -0.058

***

How far above the most stable structure does each one sit? In eV: entry one 2.700; entry two 0.000.

***

Entry one
C4H9ClN | ωB97M-V/def2-TZVPD

The geometry in ORCA input format:
```
! RIJCOSX wB97M-V def2-TZVPD def2/J DEFGRID3
* xyz 1 1
H -0.968 1.571 0.989
H 1.448 1.284 0.623
H 0.374 1.907 -0.927
H -0.896 -1.824 0.136
Cl -2.728 -0.170 0.087
C -0.276 1.012 -1.020
H 0.230 -1.729 -1.402
H -0.458 0.631 -2.027
C -1.215 0.716 0.120
N 0.035 -0.054 -0.072
H 0.790 -2.088 0.271
C 0.064 -1.556 -0.327
H 0.569 0.384 1.940
H 1.943 -0.391 0.715
C 1.088 0.307 0.894
*
```

The calculation puts the frontier orbital gap at 12.8 eV. As for the SMILES: C[N+]1(C)C[C@H]1Cl. The HOMO energy is -0.578 Ha.

Atomic partial charges in e from the Löwdin method, atoms 1 to 2:
1. H 0.201
2. H 0.088

***

Entry two
C4H9ClN | ωB97M-V/def2-TZVPD

The geometry in ORCA input format:
```
! RIJCOSX wB97M-V def2-TZVPD def2/J DEFGRID3
* xyz 1 1
H 0.521 2.636 1.607
Cl -1.748 0.882 1.530
C -0.912 -0.840 -2.135
N -0.204 -0.647 -0.918
H 1.783 1.545 2.636
H -0.495 0.047 -0.191
C 0.788 1.677 2.221
H -0.083 -0.236 2.603
H -1.476 0.110 -2.500
C 0.961 -0.948 -0.700
C -0.086 0.711 2.126
H 1.516 -1.511 -1.482
H -1.577 -1.694 -2.133
H -0.369 -1.088 -2.975
H 1.381 -0.644 0.310
*
```

The calculation puts the frontier orbital gap at 9.3 eV. The HOMO energy is -0.516 Ha.

Atomic partial charges in e from the Löwdin method, atoms 1 to 2:
1. H 0.118
2. Cl 0.622

***

How far above the most stable structure does each one sit? In eV: entry one 0.126; entry two 0.000.

***

Entry one
C3H10N2S | ωB97M-V/def2-TZVPD

The geometry in ORCA input format:
```
! RIJCOSX wB97M-V def2-TZVPD def2/J DEFGRID3
* xyz 0 1
H -0.743 1.179 0.405
C -1.677 0.664 0.175
H 1.437 -0.205 -2.187
H -2.403 1.465 0.017
H 2.742 -1.317 -1.858
C 2.385 -0.078 -0.291
H -1.438 -0.459 2.095
H 3.223 -0.692 0.069
N 1.705 0.809 0.295
N 2.191 -0.511 -1.595
H -2.816 0.403 1.996
C -2.176 -0.187 1.325
H 2.225 1.066 1.126
S -1.519 -0.123 -1.413
H -0.460 -0.910 -1.198
H -2.676 -1.104 1.038
*
```

The calculation puts the frontier orbital gap at 9.6 eV. As for the SMILES: [H]/N=C/N.CCS. The HOMO energy is -0.323 Ha.

Atomic partial charges in e from the Löwdin method, atoms 1 to 2:
1. H 0.030
2. C -0.660

***

Entry two
C3H10N2S | ωB97M-V/def2-TZVPD

The geometry in ORCA input format:
```
! RIJCOSX wB97M-V def2-TZVPD def2/J DEFGRID3
* xyz 0 1
N -2.457 0.418 -1.147
H -2.202 1.376 -1.291
H 2.920 1.344 -0.207
H 0.060 -1.462 0.267
C 2.202 0.564 -0.478
N -1.752 0.507 1.046
H 1.666 0.019 1.513
C -2.480 -0.025 0.142
H 2.543 0.084 -1.395
C 2.153 -0.448 0.657
H 1.237 1.042 -0.635
H -2.141 0.224 1.934
H -3.065 0.008 -1.822
H -3.128 -0.889 0.307
H 3.151 -0.772 0.947
S 1.294 -1.990 0.161
*
```

The calculation puts the frontier orbital gap at 9.5 eV. As for the SMILES: [H]/N=C/N.CCS. The HOMO energy is -0.319 Ha.

Atomic partial charges in e from the Löwdin method, atoms 1 to 2:
1. N 0.078
2. H 0.090

***

How far above the most stable structure does each one sit? In eV: entry one 0.223; entry two 0.000.

***

Entry one
C3H10N2S | ωB97M-V/def2-TZVPD

The geometry in ORCA input format:
```
! RIJCOSX wB97M-V def2-TZVPD def2/J DEFGRID3
* xyz 0 1
H -1.901 -1.070 -0.339
C 0.332 -0.157 -1.347
H 2.010 -0.214 1.377
H 0.800 -1.032 -0.803
C -0.479 0.470 -0.229
H -1.009 1.375 -0.662
H -1.294 -0.777 1.201
H 1.172 1.619 0.460
S -0.789 -0.771 -2.698
C 0.401 0.948 0.892
H 1.128 0.406 -1.745
N -1.490 -0.432 0.263
N 0.973 -0.099 1.706
H -0.692 -2.057 -2.291
H -0.267 1.671 1.507
H 1.104 0.120 2.710
*
```

The calculation puts the frontier orbital gap at 9.5 eV. As for the SMILES: NC[C@H](N)CS. The HOMO energy is -0.318 Ha.

Atomic partial charges in e from the Löwdin method, atoms 1 to 2:
1. H 0.003
2. C -0.508

***

Entry two
C3H10N2S | ωB97M-V/def2-TZVPD

The geometry in ORCA input format:
```
! RIJCOSX wB97M-V def2-TZVPD def2/J DEFGRID3
* xyz 0 1
C -0.404 -0.930 -0.140
H 1.273 0.616 1.705
N 0.489 0.959 1.108
H -1.246 3.215 -1.792
C 0.110 0.462 -0.205
H -1.390 0.879 -1.703
N -0.504 2.741 -1.204
H 1.007 0.657 -0.938
C -1.106 1.387 -0.724
H -1.120 -0.640 0.654
H -0.104 3.388 -0.523
H -1.965 1.312 -0.117
H 1.852 -1.893 0.061
H -0.341 0.954 1.735
H -0.821 -1.339 -1.046
S 0.710 -2.410 0.565
*
```

The calculation puts the frontier orbital gap at 10.1 eV. As for the SMILES: NC[C@@H](N)CS. The HOMO energy is -0.336 Ha.

Atomic partial charges in e from the Löwdin method, atoms 1 to 2:
1. C -0.460
2. H 0.087

***

How far above the most stable structure does each one sit? In eV: entry one 0.000; entry two 0.821.

***

Entry one
C3H10N2S | ωB97M-V/def2-TZVPD

The geometry in ORCA input format:
```
! RIJCOSX wB97M-V def2-TZVPD def2/J DEFGRID3
* xyz 0 1
H 1.952 -1.593 -0.475
C 2.556 0.216 0.164
N 2.358 -1.125 0.328
H -1.291 0.215 -1.462
H -3.214 0.292 0.919
N 1.946 0.892 -0.737
H 3.332 0.738 0.723
H 0.011 -0.753 0.582
C -1.922 -0.257 -0.721
H -2.788 1.683 -0.159
H -1.598 1.017 0.973
H 1.917 1.862 -0.439
H 2.955 -1.672 0.915
C -2.439 0.776 0.330
H -2.777 -0.727 -1.203
S -0.998 -1.565 0.261
*
```

The calculation puts the frontier orbital gap at 9.6 eV. As for the SMILES: [H]/N=C/N.CCS. The HOMO energy is -0.321 Ha.

Atomic partial charges in e from the Löwdin method, atoms 1 to 2:
1. H 0.084
2. C -0.397

***

Entry two
C3H10N2S | ωB97M-V/def2-TZVPD

The geometry in ORCA input format:
```
! RIJCOSX wB97M-V def2-TZVPD def2/J DEFGRID3
* xyz 0 1
N 1.621 1.724 -0.143
H -1.669 -1.514 0.128
H 0.522 1.094 1.576
C -1.518 -0.466 0.381
H -3.466 0.297 0.199
N -2.594 0.334 -0.267
H -0.321 2.016 0.225
H -2.737 0.066 -1.245
C 0.415 1.243 0.429
H 1.066 -1.740 1.171
C -0.146 -0.013 -0.203
S 1.174 -1.385 -0.128
H -0.278 0.267 -1.287
H 2.351 1.126 0.220
H 1.561 1.815 -1.156
H -1.509 -0.256 1.445
*
```

The calculation puts the frontier orbital gap at 9.8 eV. As for the SMILES: NCC(S)CN. The HOMO energy is -0.329 Ha.

Atomic partial charges in e from the Löwdin method, atoms 1 to 2:
1. N -0.029
2. H 0.087

***

How far above the most stable structure does each one sit? In eV: entry one 0.059; entry two 0.000.